(1)
Density functional theory data (the ωB97M-V functional and the def2-TZVPD basis) for 10 unconnected molecules or ions with the total composition C36H60O26S2 at a distorted geometry.

Properties
- electronic energy (Ha) = -4160.00582
- spin multiplicity = 2
- orbital gap (spin up / spin down) (eV) = 8.00 / 3.28
- total charge = +1

Element x y z (Å)
H: 4.32197 17.68708 -3.90933
H: 6.66430 22.36474 -6.66236
H: 16.66699 13.29820 -0.80594
C: 8.39388 20.53428 0.90934
H: 12.68800 13.67015 -6.82336
H: 5.14910 21.56672 -6.37786
H: 9.10721 14.33115 -0.35047
C: 4.66981 16.31288 -5.66623
H: 14.36248 16.67415 0.10320
C: 15.10229 12.13657 -1.62937
C: 14.99461 17.35823 0.66937
C: 10.27879 15.39977 -6.65041
C: 12.62307 21.04283 -1.03063
O: 10.80143 15.90641 -5.62011
C: 13.36348 19.19754 -3.65802
O: 14.84357 14.00267 -0.45588
O: 3.77760 13.04155 -6.15978
H: 9.41129 20.79733 2.78182
O: 7.73488 14.14693 -4.37048
H: 12.93304 20.15019 -0.48730
H: 12.58292 12.84954 4.81018
H: 5.18829 13.85615 0.11525
H: 11.10564 14.43753 -3.49060
H: 5.89847 17.68453 -4.45938
O: 9.67286 17.95850 3.11511
H: 13.13989 15.35366 -7.16604
H: 17.99015 17.39766 2.22532
H: 14.73340 11.77791 1.22877
O: 3.94845 15.14784 -5.27834
H: 15.06240 20.32413 -1.44416
O: 10.33891 19.45216 1.70870
O: 15.27545 16.03403 2.58459
O: 5.32998 14.53456 -6.85382
H: 12.75331 13.81438 -3.96953
C: 14.64568 20.64102 -2.40020
C: 15.69242 12.95586 -0.45794
H: 13.85207 13.36431 3.77490
H: 10.01429 16.20204 -3.04738
H: 5.81816 12.50770 -0.31334
O: 13.06723 18.28036 -4.35566
C: 6.19905 13.44952 0.08165
C: 5.97151 21.63969 -7.08950
C: 16.92881 17.58342 2.39015
O: 14.36728 13.08040 -2.34209
H: 15.89899 11.93429 -2.34523
H: 11.53640 21.08718 -0.95788
S: 9.71035 17.80281 -1.38800
H: 16.66106 18.61924 2.18162
O: 6.62086 14.17939 -2.28528
S: 6.93509 20.02516 -6.96122
C: 13.19079 21.08616 -2.44068
H: 16.60353 15.88851 1.01376
H: 8.54260 19.89909 0.03612
C: 10.11746 14.55916 2.19530
C: 11.45125 17.23788 -1.02610
H: 8.04438 19.28074 -4.88036
C: 11.99114 15.19579 -5.28350
O: 14.64213 19.61544 -3.40690
H: 16.44372 11.59168 1.15552
H: 5.84524 21.89419 -8.14182
H: 12.81895 15.75834 -4.85180
H: 15.81312 13.01846 1.75900
C: 7.28596 20.00774 -5.17082
O: 11.11365 14.73856 -7.33808
H: 12.40881 15.15487 3.86109
H: 13.11840 21.97083 -3.07331
H: 8.71525 21.55796 0.71723
C: 16.05226 16.66356 1.54620
O: 11.07641 14.75425 1.30452
H: 8.64279 17.23460 -3.47790
H: 14.25338 17.96974 1.18389
C: 12.39061 14.43683 1.81046
H: 11.46721 16.14900 -0.97917
H: 7.90252 18.22299 2.08058
O: 15.22110 15.97786 4.86519
C: 7.07075 14.20219 -0.91830
C: 15.64586 12.30573 0.95145
H: 6.70359 15.71269 -6.04669
H: 4.12243 17.05159 -6.25172
H: 8.50137 12.69013 -0.51040
H: 12.59724 12.15734 3.10630
H: 5.30656 16.35942 -3.49947
C: 7.73690 14.02973 -3.14927
O: 8.65280 16.96984 -0.60383
O: 11.83190 17.80088 2.37947
C: 10.74719 18.34583 2.43615
H: 5.81349 16.44210 -7.43588
O: 16.67075 17.22885 3.70883
O: 9.12539 15.59068 -6.97683
O: 13.38547 15.01847 -1.86353
H: 11.91138 17.49404 -0.07176
H: 13.17771 15.17878 1.67596
H: 12.81519 13.50745 1.43088
H: 13.06797 21.86294 -0.46708
H: 7.94795 19.07938 3.61766
H: 7.35710 20.71429 1.19358
C: 5.74057 15.81582 -6.54676
O: 8.82071 13.73332 -2.39268
H: 7.06061 15.24410 -0.59828
C: 15.71410 16.38022 3.84362
O: 8.89530 14.56913 1.99570
C: 12.42002 14.71339 -6.65620
C: 11.74265 14.06417 -4.29243
C: 5.05453 17.00497 -4.34081
H: 6.26704 19.96806 -4.78568
H: 10.31129 17.75531 -3.82921
H: 11.15771 13.18840 -4.57346
H: 14.61533 11.19972 -1.35865
C: 8.50209 13.67543 -0.97654
C: 12.82459 13.00086 3.75813
C: 9.67134 17.23433 -3.11707
C: 8.54885 18.77988 2.75898
O: 12.51650 20.03839 -3.11475
C: 14.12811 14.09303 -1.57182
H: 7.73164 20.92947 -4.79681
C: 12.05984 14.29384 3.29106
H: 6.63659 13.13172 1.02804
C: 4.28215 14.15933 -6.16921
H: 15.26736 21.46599 -2.74812
H: 12.10227 17.55847 -1.83942
C: 9.12245 19.98019 2.12081
O: 5.86430 18.94528 -7.05195
H: 15.50151 17.96096 -0.08420
O: 10.67244 14.18939 3.33582

Atomic forces in eV per Å
H -0.67 -0.21 -0.46
H 0.08 0.28 -0.10
H 0.37 -0.03 0.66
C -0.19 0.76 0.86
H 0.50 0.09 0.78
H -0.43 -0.08 -0.72
H 0.47 -0.13 -0.56
C -0.61 1.83 2.50
H 0.37 -0.55 0.02
C 2.80 -1.27 -0.37
C 0.45 0.01 -0.83
C -5.23 0.66 -2.78
C 0.11 1.19 0.37
O 2.04 2.36 5.01
C 1.65 0.38 -0.96
O -2.10 3.56 0.93
O 0.93 2.66 -0.38
H -0.61 -0.01 0.49
O -0.03 -0.23 3.74
H 0.12 -0.26 -0.37
H -0.10 -0.55 -0.10
H 0.29 1.00 0.88
H 0.57 0.21 0.49
H 0.30 -0.17 -0.43
O -0.02 -0.39 0.82
H -0.26 0.19 -0.06
H -0.03 0.33 -0.18
H -0.31 0.16 -0.62
O -0.69 -0.33 -1.22
H -0.40 -0.46 -0.02
O 3.87 -1.02 -1.39
O -0.20 -1.10 0.59
O 0.02 -1.76 -2.00
H -0.47 -0.41 0.40
C 0.26 0.60 -1.39
C 0.72 -3.13 0.53
H 0.31 -0.58 -0.36
H -0.03 -0.08 0.02
H 0.84 -0.60 -0.67
O -0.05 -0.46 0.27
C -1.50 -1.21 -1.41
C 1.95 -0.72 1.20
C 0.74 0.12 -1.46
O -1.39 -0.75 -1.00
H 0.16 -0.79 0.35
H 0.03 0.29 -0.24
S 0.25 -2.30 0.43
H 0.20 0.12 0.36
O 1.32 -0.33 -1.33
S -1.69 -0.67 -0.30
C -0.15 -0.63 1.67
H -0.01 0.12 -0.10
H -0.40 0.10 0.14
C -2.70 -1.16 0.27
C 0.12 -0.41 0.60
H -0.72 -0.67 -0.35
C 1.01 -1.75 -0.01
O 0.12 -0.82 0.31
H 0.15 -0.17 -0.60
H -0.59 -0.37 0.26
H -0.73 0.97 -0.03
H -0.13 0.56 -0.30
C 0.00 1.54 -0.12
O 3.03 -1.95 -2.10
H -0.23 0.00 0.12
H -0.48 0.25 0.56
H 0.49 -0.17 -0.31
C -2.01 0.11 0.56
O 0.67 0.85 -2.46
H -0.10 0.09 0.17
H 0.51 0.18 0.66
C -0.29 0.33 1.13
H -0.56 -0.17 -0.45
H 0.12 -0.17 -0.08
O 0.62 0.27 -1.18
C -0.05 0.13 0.78
C 0.94 -0.13 0.13
H 0.16 0.28 -0.14
H -0.87 -0.34 0.16
H 0.49 -0.37 -0.79
H 0.22 0.01 0.24
H 0.06 -0.65 -0.41
C -1.50 0.14 -0.95
O 2.08 1.71 -1.29
O -1.85 1.10 -0.03
C -0.20 0.32 -0.82
H 0.26 -0.27 0.02
O 1.67 1.65 1.54
O 0.71 -0.05 0.31
O 1.10 -1.04 0.88
H -0.69 0.77 0.20
H -0.67 0.52 -0.44
H -0.71 -0.12 -0.51
H -0.26 0.20 0.18
H 0.25 -0.55 0.30
H -0.30 -0.58 -0.33
C 1.90 0.82 0.11
O 0.44 -0.04 0.40
H 0.09 0.13 -0.18
C -2.47 -1.56 0.01
O 3.20 0.54 0.07
C -1.23 -0.67 -1.30
C -0.42 0.39 0.10
C 0.66 0.78 0.27
H 0.29 -0.69 0.55
H 0.23 0.46 0.51
H 0.31 -0.01 -0.90
H -0.62 0.36 -0.07
C -1.03 0.60 0.13
C -1.08 2.19 0.89
C -0.66 -0.49 -0.13
C -1.55 -0.40 0.88
O -1.28 -0.14 -0.11
C -1.55 2.83 -0.24
H -0.09 0.47 -0.37
C 2.59 -1.60 0.02
H 0.15 0.94 0.05
C -1.35 -2.72 2.01
H 0.21 -0.20 -0.10
H -0.46 0.20 -0.27
C 0.36 0.93 -0.62
O 1.18 0.95 -0.09
H 0.05 0.22 -0.08
O -1.19 -0.13 1.12

Mulliken population analysis, charges in e, atoms 1 to 5:
1 H 0.461
2 H 0.378
3 H 0.297
4 C -1.101
5 H 0.295


(2)
Density functional theory data (the ωB97M-V functional and the def2-TZVPD basis) for 2 unconnected molecules or ions with the total composition C16H36BrP at a distorted geometry.

Properties
- electronic energy (Ha) = -3546.56957
- orbital gap (eV) = 7.36
- relative energy (zero: lowest compared OMol25 entry of this formula, charge and spin) (eV) = 1.3278

Element x y z (Å)
C: 1.88020 -3.54953 -0.59980
H: 0.25844 0.49129 -2.48826
C: -2.16418 -0.08377 1.82313
H: -2.60515 0.77525 -0.10568
H: 4.39218 -0.97519 3.17399
H: 2.09285 -2.78155 -2.52403
H: 2.79493 -1.52817 3.73866
H: 1.47799 -1.44931 1.13593
C: -3.48368 0.32813 2.47405
C: 0.21421 3.12609 -3.35858
C: 3.39788 -1.30558 2.85757
C: -1.80321 0.79601 0.65093
C: -0.67028 -1.59146 -0.89779
Br: -4.08645 -0.66594 -2.01877
H: 2.26812 -1.50202 -1.26123
H: 1.36853 4.82345 -4.11165
H: 2.86692 -3.47379 -0.13382
P: -0.50394 0.20504 -0.48406
C: -0.53076 1.10688 -2.02199
H: 3.45797 0.45171 1.58239
H: 3.57747 -2.16191 2.21541
C: 1.69411 -2.35878 -1.59895
C: -3.89511 -0.60341 3.60773
H: -0.59776 3.01191 -4.07939
H: -0.09305 5.13135 -3.02635
H: -3.30723 1.34544 2.84470
H: 2.47262 0.73190 2.97870
H: -4.30177 0.34075 1.75407
H: 0.68655 2.79948 -1.37071
H: -1.55708 1.82464 0.92194
H: 0.94476 2.41437 -3.75932
H: 1.87152 0.44390 -0.42427
H: -0.49468 -1.94692 0.12764
C: -0.21289 2.59246 -1.96019
H: 1.23268 -3.56384 0.27959
H: -1.30215 -0.32220 2.44631
H: -1.73381 -1.78612 -1.07418
C: 2.75832 -0.04140 2.26607
H: 0.01688 -1.74055 -2.89246
H: 1.78840 -4.46842 -1.17215
H: -0.96494 3.19262 -1.44664
C: 0.80221 4.53656 -3.23156
H: -4.56867 -1.38648 3.26517
H: -0.20817 -3.26832 -2.10400
H: -4.39576 -0.02355 4.38319
C: 1.45934 -0.42380 1.51329
H: -1.38383 0.71136 -2.58767
H: -2.44480 -1.09658 1.48960
C: 0.20101 -2.27026 -1.95364
H: 0.73001 -0.46050 2.32568
H: 1.10155 1.51937 0.76004
H: -2.99774 -1.04813 4.04388
C: 1.10597 0.50437 0.35289
H: 1.39348 4.67320 -2.32539

Atomic forces in eV per Å
C 0.66 0.94 0.17
H 0.44 0.72 -0.32
C -0.94 -1.84 -0.78
H -0.49 0.30 0.40
H -0.04 -0.37 0.44
H 0.73 0.61 0.01
H 0.30 -0.69 0.01
H 0.41 0.01 0.06
C 0.71 0.77 0.69
C 0.25 -0.75 0.54
C 0.46 1.76 1.07
C 0.14 -0.67 -1.39
C -0.38 0.58 1.51
Br 0.47 0.13 0.22
H -0.43 0.39 -0.27
H -0.19 0.35 0.00
H 0.20 -0.33 -0.35
P -0.07 -0.47 0.54
C 0.57 -1.03 0.19
H -0.01 -0.12 -0.10
H -0.56 0.09 -0.33
C -0.74 -2.56 -0.10
C 0.31 0.33 0.22
H -0.21 0.60 0.09
H 0.35 0.70 -0.53
H -0.51 0.02 0.11
H 0.33 -0.27 0.45
H 0.35 0.25 -0.36
H 0.02 -0.55 0.30
H -0.01 0.03 0.00
H 0.26 0.07 0.26
H 0.14 0.11 0.12
H 0.12 -0.67 -0.19
C 0.86 0.23 -0.90
H -0.50 0.07 -0.35
H -0.28 0.71 0.70
H -0.10 0.40 -0.17
C -0.29 -0.65 -1.95
H 0.20 -0.07 -0.09
H -0.01 -0.21 0.33
H -0.45 -0.11 -0.43
C -1.34 -0.48 0.26
H 0.10 -0.09 0.01
H 0.16 -0.10 0.07
H -0.10 -0.20 0.07
C 0.04 -0.42 0.30
H -0.56 0.74 0.27
H 0.42 0.10 -0.66
C -0.06 1.69 0.49
H -0.51 0.19 -0.43
H -0.14 0.17 -0.38
H -0.17 -0.15 0.17
C -0.28 0.10 0.14
H 0.36 -0.35 -0.15

natural (NBO) population analysis, charges in e, atoms 1 to 5:
1 C -0.614
2 H 0.233
3 C -0.410
4 H 0.310
5 H 0.214